1.
{"formula": "C5H7NO", "method": "ωB97M-V/def2-TZVPD", "elements": ["C", "N", "C", "O", "C", "C", "C", "H", "H", "H", "H", "H", "H", "H"], "xyz": [[-2.22057, -0.91169, 0.49461], [-0.82334, -1.23905, 0.27986], [-0.01752, -0.23656, 0.02036], [-0.12065, 0.73548, -1.15818], [1.23651, 0.99440, -1.00856], [1.75035, 1.02265, 0.36457], [1.50224, -0.32005, -0.11437], [-2.78527, -1.09276, -0.43705], [-2.64918, -1.56605, 1.26771], [-2.39589, 0.14312, 0.77547], [1.74018, 1.51409, -1.82496], [-0.05136, 0.67103, 0.85832], [2.68685, 1.47300, 0.71282], [2.14765, -1.18762, -0.23059]], "atomic_forces_ev_per_a": [[-0.2344, 0.0469, -0.1522], [-0.9341, -0.4043, 0.2601], [0.8377, 1.8231, -0.1544], [-0.5785, -0.5283, 0.6452], [0.6362, -0.3114, 0.1713], [0.8231, 0.5143, 0.0149], [-0.0207, 0.1585, -0.4786], [0.1787, 0.0186, 0.2279], [0.2031, 0.1516, -0.2561], [0.1750, -0.3100, -0.1007], [-0.1342, -0.2871, 0.2142], [-0.3166, -0.9545, -0.3245], [-0.4272, -0.1628, -0.1774], [-0.2081, 0.2456, 0.1103]], "lumo_energy_ev": [-0.3, -1.0], "charge": 0, "total_energy_ev": -8828.79350, "e_homo_ev": [-9.1, -8.0], "multiplicity": 1}


2.
{"formula": "C3H8O", "method": "ωB97M-V/def2-TZVPD", "elements": ["C", "C", "C", "O", "H", "H", "H", "H", "H", "H", "H", "H"], "xyz": [[-1.13587, -0.61217, 0.56212], [-0.11961, -0.03677, -0.40669], [1.33325, -0.12871, 0.00843], [-0.32758, 1.48466, -0.32404], [-2.10819, -0.17621, 0.32918], [-1.22004, -1.70615, 0.51789], [-0.86667, -0.33938, 1.58889], [-0.30756, -0.34132, -1.44043], [2.04700, -0.44737, -0.76097], [1.25865, 0.99041, 0.11089], [1.53930, -0.62439, 0.96726], [-0.09268, 1.93741, -1.15254]], "atomic_forces_ev_per_a": [[-0.0651, 0.1223, -0.0484], [-0.5748, 1.1981, -0.1204], [0.1007, 0.9281, 0.0996], [-1.3286, -0.8571, -0.6792], [-0.0257, -0.1268, 0.1210], [0.2139, 0.2571, -0.1557], [-0.0553, 0.0211, -0.1752], [-0.0516, -0.0008, 0.1654], [-0.2967, 0.0836, 0.1783], [2.4230, -1.0948, 0.7273], [-0.2080, 0.0884, -0.3609], [-0.1319, -0.6192, 0.2483]], "lumo_energy_ev": 1.0, "charge": 0, "total_energy_ev": -5287.04867, "e_homo_ev": -10.2, "multiplicity": 1}


3.
{"formula": "C2H3BrClNO3", "method": "ωB97M-V/def2-TZVPD", "elements": ["C", "C", "N", "O", "O", "O", "Cl", "Br", "H", "H", "H"], "xyz": [[0.76184, -0.74090, -0.32733], [0.60809, 1.57782, 0.56646], [-0.34659, -1.20043, 0.15575], [-1.36417, -0.61847, -0.25972], [-0.43877, -1.94465, 1.21087], [0.98104, 1.50883, 1.67823], [1.63368, 2.18571, -0.79790], [2.49100, -1.22262, 0.10680], [0.69836, -0.17269, -1.18532], [-0.34075, 1.48302, 0.23799], [-1.39743, -1.83094, 1.65330]], "atomic_forces_ev_per_a": [[1.6677, -2.3036, 0.9294], [2.9897, 1.3958, 1.0309], [-0.0657, 3.5402, -1.4394], [-2.1921, -0.3995, -0.1102], [-1.8564, -1.9791, 3.4436], [0.3661, -0.1208, 0.2074], [0.0245, 0.0828, 0.2916], [0.1629, -0.4747, 0.4203], [-0.4663, 0.8509, -1.4597], [-3.4239, -0.6757, -1.3100], [2.7934, 0.0838, -2.0041]], "lumo_energy_ev": -0.2, "charge": 0, "total_energy_ev": -92315.18820, "e_homo_ev": -9.2, "multiplicity": 1}


4.
{"formula": "C5H12N", "method": "ωB97M-V/def2-TZVPD", "elements": ["C", "C", "C", "C", "C", "N", "H", "H", "H", "H", "H", "H", "H", "H", "H", "H", "H", "H"], "xyz": [[-1.83320, -0.75446, -0.84614], [-0.95050, -0.13255, -0.08687], [-1.29636, 1.05215, 0.83733], [1.26553, 0.51847, -1.06335], [1.28618, -0.73599, 0.93964], [0.54255, -0.49974, -0.27501], [-1.52502, -1.61092, -1.29789], [-2.80155, -0.28894, -1.01884], [-2.29945, 0.93210, 1.25906], [-1.11200, 2.13155, 0.71220], [-0.65277, 0.89025, 1.82350], [1.14452, 1.55243, -0.60871], [2.34655, 0.27346, -1.21408], [0.85587, 0.68429, -2.08097], [1.51528, 0.09361, 1.47206], [0.75226, -1.47820, 1.49544], [2.20234, -1.23446, 0.73218], [0.55977, -1.39303, -0.77955]], "atomic_forces_ev_per_a": [[0.0136, 2.2963, 1.2571], [0.2195, 2.2649, -0.1580], [1.9787, -1.0640, 3.1793], [0.4268, 2.3643, -1.5389], [-0.3243, -3.1586, 0.0181], [-1.2057, 0.2786, -0.4832], [0.3644, -2.3283, -1.8379], [-0.0116, -0.6531, 0.4004], [0.0495, -0.0746, -0.5936], [0.0444, -0.6041, -1.1993], [-1.1579, 0.1100, -1.7523], [0.3197, -1.5143, -0.0162], [-0.9715, -0.0012, 0.5963], [-0.1382, -0.6813, 0.6269], [0.2147, 2.7141, 1.5344], [-0.5489, -0.0734, 0.7890], [0.9293, -0.1968, -0.6760], [-0.2024, 0.3215, -0.1463]], "lumo_energy_ev": -3.1, "charge": 1, "total_energy_ev": -6861.30054, "e_homo_ev": -14.8, "multiplicity": 1}


5.
{"formula": "C37H84N4O6P", "method": "ωB97M-V/def2-TZVPD", "elements": ["C", "C", "C", "C", "C", "C", "C", "C", "C", "C", "C", "C", "O", "C", "N", "C", "C", "C", "C", "C", "C", "C", "N", "C", "C", "C", "C", "C", "P", "O", "H", "H", "H", "H", "H", "H", "H", "H", "H", "H", "H", "H", "H", "H", "H", "H", "H", "H", "H", "H", "H", "H", "H", "H", "H", "H", "H", "H", "H", "H", "H", "H", "H", "H", "H", "H", "H", "H", "H", "H", "H", "H", "H", "H", "H", "H", "H", "H", "H", "H", "H", "H", "H", "H", "C", "O", "C", "C", "N", "C", "C", "O", "C", "H", "H", "H", "H", "H", "H", "H", "H", "H", "H", "H", "H", "H", "H", "H", "C", "O", "C", "C", "N", "C", "C", "O", "C", "H", "H", "H", "H", "H", "H", "H", "H", "H", "H", "H", "H", "H", "H", "H"], "xyz": [[-1.15662, -5.15386, -7.80207], [-0.68475, -3.70558, -7.66357], [0.72491, -3.50958, -8.23007], [1.80934, -4.09470, -7.31753], [2.38205, -3.07056, -6.33186], [3.63154, -3.60177, -5.60822], [3.70624, -3.19373, -4.12651], [3.40932, -4.35785, -3.20125], [3.33748, -4.02064, -1.70609], [2.62917, -2.69879, -1.35735], [1.70345, -2.79847, -0.12114], [2.23452, -2.10402, 1.12974], [2.08865, -2.98842, 2.22487], [2.74108, -2.53617, 3.38200], [2.47380, -3.48725, 4.42329], [2.74483, -4.87381, 4.01589], [1.47292, -5.63649, 3.67310], [1.66681, -6.73271, 2.61492], [0.37203, -6.91306, 1.80583], [2.34608, -1.10671, 3.82871], [1.16330, -1.00245, 4.79563], [-0.14118, -1.65148, 4.33799], [2.14423, -0.17192, 2.65702], [3.37982, 0.56183, 2.21092], [3.18397, 2.09122, 2.15689], [3.95992, 2.86644, 3.25549], [4.79953, 3.99030, 2.64071], [1.43770, -0.85443, 1.51671], [1.08979, 0.29099, 0.11864], [2.13954, 0.37560, -0.91249], [-0.63225, -5.80994, -7.11475], [-2.22347, -5.23975, -7.61588], [-0.95002, -5.49923, -8.81310], [-1.39322, -3.03554, -8.14162], [-0.64775, -3.46284, -6.59875], [0.92111, -2.46196, -8.45016], [0.76643, -4.04115, -9.18241], [1.38988, -4.90469, -6.72599], [2.62425, -4.46656, -7.93603], [1.61015, -2.83230, -5.59734], [2.60454, -2.15587, -6.87856], [4.49649, -3.22399, -6.14889], [3.64987, -4.68605, -5.71964], [4.70721, -2.80491, -3.93846], [3.03029, -2.35293, -3.99151], [2.52191, -4.90127, -3.52508], [4.23155, -5.06292, -3.32724], [2.84734, -4.83757, -1.17938], [4.35533, -3.98271, -1.32101], [3.38833, -1.94714, -1.16439], [2.04299, -2.31638, -2.18321], [1.59858, -3.84764, 0.14557], [0.70617, -2.44105, -0.37459], [3.29166, -1.87238, 0.97925], [3.83003, -2.52399, 3.18100], [2.97292, -3.24723, 5.26744], [3.47213, -4.93111, 3.20522], [3.21164, -5.36671, 4.86738], [0.71836, -4.94387, 3.30553], [1.05030, -6.09497, 4.56463], [1.92320, -7.68554, 3.06600], [2.45731, -6.41901, 1.93412], [0.35356, -7.85059, 1.26278], [0.27379, -6.08089, 1.11136], [-0.47262, -6.85697, 2.48861], [3.20570, -0.72469, 4.37226], [1.50493, -1.49430, 5.70124], [1.02451, 0.04653, 5.06351], [0.02881, -2.56306, 3.78126], [-0.79449, -1.82890, 5.18330], [-0.68174, -0.96281, 3.68250], [1.49932, 0.54703, 2.99666], [4.21233, 0.35798, 2.87350], [3.67163, 0.22864, 1.22186], [3.52577, 2.43978, 1.18902], [2.13127, 2.35381, 2.25630], [4.63918, 2.20188, 3.78246], [3.25900, 3.30819, 3.95624], [5.10125, 4.70784, 3.39789], [5.70669, 3.58438, 2.19797], [4.25852, 4.50570, 1.85313], [0.48402, -1.24644, 1.86120], [-0.17490, -0.08401, -0.36160], [0.88929, 1.53596, 0.73427], [-6.02925, 1.04387, 2.25634], [-5.54956, 2.35434, 2.01566], [-5.56454, 3.20584, 3.15670], [-4.15597, 3.49631, 3.63271], [-3.53315, 2.30870, 4.20637], [-2.10289, 2.44744, 4.44853], [-1.19190, 2.73730, 3.25833], [-1.08363, 1.67319, 2.31646], [-2.12852, 1.62782, 1.34794], [-6.14611, 0.55671, 1.28967], [-5.32792, 0.45274, 2.85682], [-6.99960, 1.06134, 2.75817], [-6.17929, 2.79128, 3.95958], [-6.01871, 4.15003, 2.84421], [-4.18729, 4.28785, 4.38624], [-3.59420, 3.86965, 2.76645], [-3.68336, 1.52817, 3.58095], [-1.76517, 1.51548, 4.91282], [-1.95242, 3.23913, 5.18870], [-0.18133, 2.88421, 3.65543], [-1.45344, 3.66472, 2.73947], [-2.50095, 2.62071, 1.08981], [-2.95142, 1.00002, 1.69418], [-1.72666, 1.16964, 0.44490], [-1.28650, 7.22234, -3.18501], [-2.37913, 6.43754, -3.62117], [-2.31697, 5.07101, -3.24154], [-3.37518, 4.73790, -2.20982], [-3.08457, 5.36149, -0.92362], [-4.17604, 5.28533, 0.04755], [-5.49779, 5.96585, -0.29012], [-5.43545, 7.37682, -0.32730], [-5.00146, 7.94170, -1.55167], [-1.35884, 8.18704, -3.68352], [-1.30864, 7.39252, -2.10266], [-0.33259, 6.75997, -3.45466], [-1.31812, 4.80552, -2.88144], [-2.51639, 4.47928, -4.13954], [-3.41141, 3.65181, -2.07631], [-4.34162, 5.05828, -2.61836], [-2.85792, 6.33553, -1.07579], [-3.80238, 5.73134, 0.97427], [-4.37074, 4.22822, 0.26396], [-6.19701, 5.72620, 0.51591], [-5.94865, 5.57639, -1.21049], [-5.31219, 7.34046, -2.40965], [-3.91613, 8.07481, -1.57180], [-5.45555, 8.92836, -1.63774]], "atomic_forces_ev_per_a": [[0.0660, 0.3448, -0.1648], [0.3559, -0.2159, 0.2784], [-0.2372, -0.5614, -0.0585], [0.0404, 0.8480, -0.0529], [-0.1668, -0.5114, -0.0398], [-0.2927, 0.3570, -0.2250], [0.2930, 0.0644, -0.6412], [0.2910, -0.0544, 0.2495], [-0.1180, 0.1855, -0.1359], [-0.0801, -0.1631, 0.3925], [0.3385, -0.0636, -0.2297], [-0.2655, -0.1069, -0.1278], [-0.1586, -0.0019, 0.2168], [0.6266, -0.0400, 0.1717], [-0.3213, 0.0507, -0.1304], [0.0095, -0.2720, 0.7314], [-0.0444, -0.3321, -0.4426], [-0.5920, 0.3169, -0.2185], [0.3978, 0.3063, 0.4010], [-0.2670, -0.1990, 0.6823], [0.1062, -0.6284, -0.1970], [-0.1265, 0.8251, -0.3678], [-0.2281, 0.0494, -0.0100], [0.3779, 0.8594, -0.4871], [0.3253, -0.0744, 0.7604], [0.0502, 0.2981, -0.7108], [0.0940, -0.2087, 0.1533], [0.1251, -0.2264, -0.4881], [0.4167, 0.7437, -0.5778], [0.3408, -0.2822, -0.0549], [0.0529, -0.1428, 0.0901], [-0.0999, -0.0834, 0.0558], [-0.1153, -0.1480, -0.1131], [-0.0810, 0.1167, -0.0711], [-0.2135, 0.2486, 0.0685], [0.0753, 0.1382, 0.0787], [-0.0194, 0.0979, -0.1724], [0.1002, -0.3873, -0.1137], [0.1017, -0.2409, 0.0537], [-0.0927, 0.1227, 0.0528], [0.0781, 0.1832, 0.0834], [0.2040, -0.0809, 0.0105], [0.0812, -0.1336, 0.1621], [0.0931, -0.0025, 0.3013], [-0.1100, 0.0583, 0.1890], [-0.2861, 0.1736, -0.0331], [-0.0179, -0.2150, -0.0465], [-0.0222, -0.1869, -0.0110], [0.1213, 0.0112, 0.1082], [-0.0075, 0.2781, -0.1340], [-0.0543, -0.0598, -0.2253], [-0.1635, -0.0647, 0.1115], [-0.1802, 0.0262, 0.0840], [0.1232, 0.0906, 0.0636], [0.0101, 0.1718, -0.4070], [0.0896, 0.0386, -0.0234], [-0.0017, 0.1525, -0.2093], [0.1605, -0.0095, 0.0467], [0.0493, 0.2082, -0.0680], [-0.0574, 0.0996, 0.2066], [0.3297, -0.0616, 0.1093], [0.2275, -0.2176, -0.0368], [-0.0819, -0.0918, -0.1275], [-0.1154, 0.0082, -0.1829], [-0.2287, -0.2312, -0.0368], [0.1438, 0.2300, -0.0772], [-0.0075, -0.0313, 0.1561], [-0.0636, 0.1359, 0.0008], [0.0513, -0.3125, 0.1693], [-0.0492, -0.1911, 0.1361], [-0.1126, 0.0124, -0.0313], [-0.0241, -0.0081, 0.0500], [-0.1290, -0.3830, 0.2489], [-0.1930, -0.3423, -0.1087], [-0.1146, -0.0024, -0.2421], [-0.1395, -0.0212, -0.2274], [-0.0867, -0.1163, 0.2895], [-0.0652, -0.1278, 0.2837], [0.0199, 0.1231, 0.0187], [0.0721, -0.0304, -0.1106], [-0.1348, 0.1887, -0.0021], [-0.1472, 0.2074, 0.3018], [-0.0282, -0.1933, 0.2795], [-0.4171, -0.2085, 0.2247], [0.0278, 0.0498, -0.1269], [0.0035, -0.1830, 0.1407], [0.0380, 0.3387, -0.1319], [-0.0196, -0.2016, -0.0644], [0.1704, 0.1039, -0.1360], [-0.1566, -0.2174, 0.0383], [0.2306, 0.1321, 0.1659], [0.0484, -0.0367, -0.0325], [0.0210, -0.2305, 0.0214], [0.0010, 0.0364, -0.0142], [-0.0710, -0.0144, 0.0769], [0.0028, -0.0247, 0.0308], [0.0568, -0.1112, 0.0017], [-0.0325, -0.0131, 0.0157], [0.0342, -0.0065, 0.0153], [-0.0891, 0.1792, 0.0176], [-0.0545, -0.0369, 0.0371], [0.0627, 0.0278, 0.0143], [0.0161, 0.0444, -0.0277], [0.0131, -0.0058, -0.0064], [-0.1017, -0.0452, -0.0252], [0.0177, 0.0326, 0.0796], [-0.1052, 0.1087, -0.0394], [0.0040, 0.0584, -0.0209], [-0.0973, 0.0254, -0.0556], [0.1326, 0.0400, 0.1366], [-0.1671, -0.1407, -0.1795], [0.0546, 0.1788, 0.1090], [-0.0756, -0.0397, -0.0236], [0.2626, -0.0051, 0.0451], [-0.1860, -0.0641, 0.1680], [0.0702, -0.0285, -0.0709], [-0.0451, 0.1187, 0.1218], [-0.0296, -0.0145, -0.0175], [0.0799, -0.0397, 0.0152], [0.0222, 0.0002, 0.0255], [0.0051, 0.0648, 0.0785], [0.0348, -0.0024, -0.0001], [-0.0333, -0.0090, 0.0080], [-0.0169, -0.0936, -0.0732], [0.0136, 0.0136, -0.0239], [-0.0682, 0.0095, 0.0273], [-0.0970, -0.0027, -0.0504], [0.0002, -0.0059, -0.0040], [0.1069, 0.0253, -0.0736], [0.0451, -0.0411, -0.0110], [0.0163, -0.0606, -0.1090], [-0.0269, -0.0172, 0.0271]], "lumo_energy_ev": -2.1, "charge": 1, "total_energy_ev": -67256.65779, "e_homo_ev": -10.3, "multiplicity": 1}


6.
{"formula": "C4H9NO", "method": "ωB97M-V/def2-TZVPD", "elements": ["C", "C", "N", "C", "O", "C", "H", "H", "H", "H", "H", "H", "H", "H", "H"], "xyz": [[2.17415, 0.83196, 0.59467], [1.40751, -0.01362, -0.42206], [-0.02808, 0.03343, -0.20929], [-0.62290, -1.06203, -0.01168], [-1.95409, -1.17995, 0.08112], [-2.68827, 0.01679, -0.16105], [1.61216, 1.73585, 0.84337], [2.35536, 0.27822, 1.52115], [3.14258, 1.13518, 0.18426], [1.79875, -1.04699, -0.41249], [1.58574, 0.38510, -1.42885], [-0.14608, -2.04582, 0.08748], [-3.73538, -0.28440, -0.22237], [-2.36305, 0.48204, -1.09667], [-2.53839, 0.73425, 0.65240]], "atomic_forces_ev_per_a": [[0.0256, 0.0171, 0.0058], [0.2177, 0.0029, -0.0646], [-0.1905, -0.4402, 0.0350], [0.2519, 0.1805, -0.0913], [0.0511, -0.0325, 0.0309], [-0.1700, 0.1955, -0.0051], [0.0381, -0.0853, -0.0818], [-0.0878, 0.0820, -0.0929], [-0.0892, -0.0808, 0.1004], [-0.1032, 0.1647, -0.0290], [0.0037, -0.0591, 0.1638], [-0.0235, 0.1819, -0.0318], [0.1637, 0.0671, 0.0458], [-0.0619, -0.0803, 0.1410], [-0.0255, -0.1136, -0.1262]], "lumo_energy_ev": 1.1, "charge": 0, "total_energy_ev": -7830.85673, "e_homo_ev": -9.7, "multiplicity": 1}


> What is the formula in the sixth record?

C4H9NO


> Number 4 is which compound?

C5H12N


> Which value of charge does entry 2 give?

0